DFT (ωB97M-V/def2-TZVPD) results for one molecule with the formula C3H2ClFS2 in a non-equilibrium geometry.

```
9
Properties=species:S:1:pos:R:3
Cl 1.45070 1.89804 1.31115
S -1.04951 0.56238 -0.18466
S -1.59109 -1.96855 -1.76862
F 2.46501 -0.42280 1.12269
C 0.37538 -0.37753 0.13794
C 1.39889 0.27282 0.80693
C -2.09159 -0.58899 -0.98521
H 0.46198 -1.41649 -0.07797
H -3.15544 -0.38399 -0.82124
```

Summary:
Structure (SMILES): F/C(Cl)=C/SC=S
Orbital gap in eV: 7.95
Energy in hartree: -1471.889294
Charge: 0
Multiplicity: 1
E_HOMO in eV: -8.72
Lowest unoccupied orbital energy in eV: -0.77
Energy relative to the best compared isomer or geometry (same formula, charge and spin) in kcal per mole: 6.6

Here are the natural (NBO) charges for atoms 1 to 4, given in e: Cl 0.051; S 0.396; S -0.002; F -0.297

DFT (ωB97M-V/def2-TZVPD) results for a 2-piece molecular cluster, C17H33ClFIO6S overall in a non-equilibrium geometry.

```
60
Properties=species:S:1:pos:R:3
I 1.66465 -1.64435 6.46901
Cl -2.11304 -0.72833 7.17302
S 2.28412 0.86530 2.49760
F 2.33205 2.92290 0.99159
O -3.42913 -0.14621 7.17977
O -1.97569 -1.62011 6.03954
O 0.88607 -1.12247 3.76649
O -1.11541 0.32711 7.06240
O -1.89063 -1.46521 8.39507
O -4.04906 1.11665 -4.88896
C 3.19390 -1.22539 1.04050
C -0.74560 -0.16429 -1.73461
C 1.64194 -0.76496 4.54861
C -1.79130 0.52665 -5.42139
C -2.78656 1.67688 -5.22439
C 1.10785 3.28629 2.99757
C 0.67604 -2.92130 -1.39022
C 3.64687 0.17021 1.49228
C -0.62053 -2.49730 -0.64365
C -1.45214 -1.50172 -1.48464
C -0.85964 0.24891 -4.20891
C 2.36918 2.69499 2.32891
C 2.65969 0.35959 4.19860
C -1.43354 0.68231 -2.83344
C 2.00460 -2.57830 -0.67965
C 2.07627 -1.18315 -0.03834
C -4.87566 1.96906 -4.10305
H -2.34830 -0.39070 -5.62285
H -0.73571 -0.84222 -4.15449
H -1.14931 0.72746 -6.28577
H -1.08571 1.71034 -2.67352
H -5.74563 2.27579 -4.69361
H 2.31223 -3.33718 0.04705
H -2.89291 2.19611 -6.19315
H 4.03229 -1.83087 0.68465
H 0.14782 0.66209 -4.31946
H 3.65576 -0.08831 4.23790
H -1.24204 -3.39681 -0.57051
H -2.43043 2.42994 -4.51199
H 2.55521 1.16704 4.92854
H 0.25654 -0.39142 -2.11731
H 2.35146 -0.38450 -0.73686
H 1.16648 -0.88339 0.48864
H -0.69293 0.37491 -0.78164
H 2.78649 -2.59717 -1.45302
H -4.35970 2.85614 -3.71842
H 2.80215 -1.73416 1.93225
H -1.72511 -1.98203 -2.43386
H 0.65033 -4.01252 -1.48838
H 3.30693 3.08285 2.73089
H -2.40470 -1.37162 -0.95429
H -5.19736 1.39202 -3.22778
H -2.52288 0.61575 -2.79549
H 1.40348 4.08905 3.66999
H 4.53733 0.12624 2.12812
H 3.89843 0.83276 0.66027
H 0.58938 2.48511 3.53422
H -0.46148 -2.15673 0.38250
H 0.45819 3.63007 2.19296
H 0.67841 -2.53777 -2.41527
```

Summary:
Orbital gap in eV: 7.18
Energy in hartree: -2374.500756
Charge: 0
Multiplicity: 1
E_HOMO in eV: -7.94
Lowest unoccupied orbital energy in eV: -0.76

Here are the natural (NBO) charges for atoms 1 to 4, given in e: I 0.223; Cl 2.539; S 0.810; F -0.327

DFT (ωB97M-V/def2-TZVPD) results for C25H32LaN6SSi as an isolated structure.

```
66
Properties=species:S:1:pos:R:3
La 0.74326 0.85935 -0.49598
S 0.21288 -2.04359 -0.60787
Si -2.67318 1.69470 -0.86817
N 3.99815 1.37593 -1.60325
N 1.84126 0.78781 1.66484
N -2.42261 -2.32480 -1.08307
N 3.31512 1.21614 -0.55012
N -1.38436 -3.99326 0.08985
N 1.99215 0.77186 -2.77034
C -1.06792 0.24838 3.86430
C -2.48502 0.73316 -2.50154
C 0.63408 -1.33529 4.45509
C -1.32274 -2.82001 -0.53593
C -2.95885 0.47068 0.54704
C 3.92295 1.43404 0.66562
C -0.21544 0.80408 2.91725
C 5.79843 2.12560 2.00536
C 2.02619 0.62113 -5.15601
C -1.08926 2.58470 -0.59360
C 3.28988 1.11456 -2.79151
C 5.02283 1.86871 3.15930
C 3.12431 1.16945 1.82125
C -0.64560 -0.81903 4.63755
C -2.61220 -4.76581 0.26693
C -3.73297 -2.96595 -1.00973
C 1.06495 0.28423 2.72583
C -4.22907 2.73452 -0.99935
C 4.00638 1.25846 -3.97615
C -3.80252 -3.82351 0.24051
C 3.73982 1.40746 3.08161
C 5.24809 1.91288 0.77782
C 3.36319 1.00378 -5.17097
C 1.48194 -0.80070 3.50271
C 1.38458 0.52399 -3.93860
H -4.16101 3.43772 -1.83127
H 2.46631 -1.22289 3.34462
H 0.33911 0.24004 -3.88531
H -2.05543 0.66774 4.00795
H -2.54413 -5.28333 1.22226
H -2.69037 -5.51944 -0.52067
H -1.30137 -1.24485 5.38480
H -2.34265 -1.42889 -1.53552
H 5.04316 1.55510 -3.92677
H -4.36523 3.31967 -0.08798
H 3.89475 1.10169 -6.10769
H 3.16591 1.24106 3.98205
H 0.96847 -2.16873 5.05924
H -5.12435 2.12643 -1.14461
H -3.79008 -3.18554 1.12617
H 6.80735 2.49912 2.10366
H -0.91928 3.29863 -1.41208
H -3.89796 -3.56826 -1.90659
H -2.33609 1.43593 -3.32501
H -1.61695 0.05698 -2.53188
H -2.12114 -0.20470 0.75907
H -3.13739 1.02109 1.47374
H -4.72855 -4.39578 0.24944
H 1.48751 0.41098 -6.06807
H -0.52649 1.67525 2.34717
H -0.52091 -4.32481 0.48749
H -4.48599 -2.17891 -0.99198
H -3.84099 -0.15227 0.37754
H 5.45123 2.05799 4.13549
H -3.36413 0.13589 -2.76014
H -1.12579 3.17432 0.33172
H 5.80374 2.10910 -0.12750
```

Summary:
Orbital gap (alpha / beta) in eV: 5.84 / 5.83
Energy in hartree: -2019.560053
Charge: +1
Multiplicity: 1
E_HOMO (alpha / beta) in eV: -9.75 / -9.75
Lowest unoccupied orbital energy (alpha / beta) in eV: -3.92 / -3.92

Here are the natural (NBO) charges for atoms 1 to 4, given in e: La 2.096; S -0.368; Si 1.623; N -0.217

DFT (ωB97M-V/def2-TZVPD) results for one molecule with the formula C3H8N2S3 in a non-equilibrium geometry.

```
16
Properties=species:S:1:pos:R:3
S -0.58951 2.68352 -0.34664
S -1.89114 -0.98451 -1.16964
S 2.84015 -0.22731 -0.66265
N 0.60361 1.50003 -0.33451
N 1.51268 -0.51797 0.26329
C 0.54389 0.36536 0.31619
C -1.17253 -1.32024 0.51933
C -0.65393 0.04780 1.21923
H -0.42931 -0.13211 2.37377
H -1.41911 2.22444 -1.48335
H -1.91683 -1.88166 1.23421
H -0.59478 -0.85803 -1.76824
H -1.41000 0.84463 1.16838
H 1.39613 1.73570 -0.89169
H -0.26593 -2.03579 0.24753
H 3.44661 -1.44387 -0.68522
```

Summary:
Structure (SMILES): SCC/C(=N/S)NS
Orbital gap in eV: 8.65
Energy in hartree: -1423.101048
Charge: 0
Multiplicity: 1
E_HOMO in eV: -8.14
Lowest unoccupied orbital energy in eV: 0.52
Energy relative to the best compared isomer or geometry (same formula, charge and spin) in kcal per mole: 29.9

Here are the natural (NBO) charges for atoms 1 to 4, given in e: S 0.181; S -0.080; S 0.138; N -0.757

DFT (ωB97M-V/def2-TZVPD) results for C22H37ClP2Zr as an isolated structure in a non-equilibrium geometry.

```
63
Properties=species:S:1:pos:R:3
Zr -0.13515 0.01961 -0.37992
Cl -2.31490 -1.08306 3.89723
P 2.17032 1.15024 -0.15732
P 1.28331 -1.97297 -1.09887
C -3.16850 -0.73500 2.44874
C 7.85655 -1.46808 -1.08500
C 5.84160 -2.89495 -1.91992
C 2.10110 2.39810 -1.50026
C 2.90806 -1.21687 -1.61317
C 5.78037 -2.38552 -3.16094
C 0.57857 -2.83150 -2.53718
C -4.55898 -0.16683 0.09712
C 6.42058 0.36259 -2.13643
C -2.52222 -0.96099 1.20068
C 1.72399 -3.25521 0.09840
C -3.26247 -0.71051 0.01764
C 2.75543 2.00819 1.35330
C 7.04870 -2.80397 -1.02058
C -4.46581 -0.25803 2.51314
C 6.68474 -0.02153 -3.56620
C 6.97479 -0.23982 -1.07488
C -0.74597 1.69718 0.91253
C -1.07579 -1.37624 1.11171
C 3.45597 -0.10544 -0.68881
C 6.84217 -1.55766 -3.84264
C -5.14980 0.07708 1.33567
H 3.76662 2.44283 1.22807
H 0.81836 -3.80458 0.39613
H 8.47933 -1.43572 -0.17145
H 1.46140 3.23963 -1.18770
H 6.85249 0.18752 -0.06460
H 5.84894 0.33189 -4.18397
H 0.27418 -2.09580 -3.29698
H 8.55024 -1.49039 -1.93810
H 2.05126 2.82144 1.60722
H -4.92368 -0.14099 3.49716
H 2.44479 -3.93826 -0.37388
H -5.10406 0.08448 -0.81602
H 2.16875 -2.78873 0.98937
H 7.58147 0.49823 -3.94624
H 3.88347 -0.53025 0.23758
H -1.76904 1.80582 0.47706
H 5.05382 -3.57936 -1.57955
H -0.89145 1.34815 1.94928
H 3.09854 2.77932 -1.76013
H 2.76859 1.29995 2.20103
H 7.73650 -3.64327 -1.21875
H -0.31705 -3.38894 -2.21940
H 5.89000 1.31251 -1.99371
H 4.92337 -2.61381 -3.81574
H 7.86522 -1.87499 -3.58909
H 6.72355 -1.69135 -4.93367
H -0.55720 -1.33060 2.06964
H -6.15187 0.49613 1.41609
H 3.62486 -2.04582 -1.67185
H 1.31510 -3.52937 -2.96202
H 4.27689 0.42124 -1.20104
H -2.86126 -0.98756 -0.97557
H -0.98639 -2.39034 0.70687
H 2.75646 -0.85262 -2.64263
H -0.25658 2.67378 0.90414
H 1.65175 1.93648 -2.39307
H 6.71726 -2.92811 0.01771
```

Summary:
Orbital gap in eV: 5.74
Energy in hartree: -2049.751669
Charge: +2
Multiplicity: 1
E_HOMO in eV: -13.62
Lowest unoccupied orbital energy in eV: -7.89
Energy relative to the best compared isomer or geometry (same formula, charge and spin) in kcal per mole: 0.0

Here are the natural (NBO) charges for atoms 1 to 4, given in e: Zr 2.027; Cl 0.055; P 0.802; P 0.720

DFT (ωB97M-V/def2-TZVPD) results for one molecule with the formula C3H3NO in a non-equilibrium geometry.

```
8
Properties=species:S:1:pos:R:3
O -2.35836 0.57461 0.02166
N 1.24700 1.24412 -0.02042
C -0.54749 -1.06709 -0.01498
C 0.86278 0.03041 0.09093
C -1.53248 -0.24710 -0.08241
H -0.11255 -2.04355 -0.17944
H 1.70648 -0.58140 0.33311
H 0.73462 2.09001 -0.14846
```

Summary:
Structure (SMILES): [H]/N=C\C=C=O
Orbital gap in eV: 10.18
Energy in hartree: -246.000819
Charge: 0
Multiplicity: 1
E_HOMO in eV: -9.56
Lowest unoccupied orbital energy in eV: 0.61
Energy relative to the best compared isomer or geometry (same formula, charge and spin) in kcal per mole: 56.9

Here are the natural (NBO) charges for atoms 1 to 4, given in e: O -0.463; N -0.637; C -0.619; C 0.201

DFT (ωB97M-V/def2-TZVPD) results for one molecule with the formula C2H3N3S2 in a non-equilibrium geometry.

```
10
Properties=species:S:1:pos:R:3
S -1.40016 1.65913 -0.68788
S -1.54930 -0.06725 2.22504
N 0.55861 -1.20887 1.00942
N 0.68508 -0.00144 -0.94795
N -0.51642 0.28284 -0.25331
C -0.51194 -0.34428 0.99263
C 1.15405 -1.01100 -0.11551
H 1.98134 -1.56550 -0.48382
H 0.45915 -0.22924 -1.92204
H -0.86042 2.48560 0.18341
```

Summary:
Structure (SMILES): S=c1nc[nH]n1S
Orbital gap in eV: 8.55
Energy in hartree: -1038.598568
Charge: 0
Multiplicity: 1
E_HOMO in eV: -8.45
Lowest unoccupied orbital energy in eV: 0.10
Energy relative to the best compared isomer or geometry (same formula, charge and spin) in kcal per mole: 24.5

Here are the natural (NBO) charges for atoms 1 to 4, given in e: S 0.251; S -0.114; N -0.446; N -0.412

DFT (ωB97M-V/def2-TZVPD) results for a 2-piece molecular cluster, C7H12O overall in a non-equilibrium geometry.

```
20
Properties=species:S:1:pos:R:3
O 1.20157 2.78409 1.63110
C -0.29114 0.01956 0.59512
C 0.54971 -1.98837 1.79500
C 0.77901 -0.88948 1.07836
C -0.79581 0.12488 -0.62888
C -0.57134 -0.83217 -1.73000
C -1.78951 1.21413 -0.94690
C 0.61230 -1.29827 -2.10015
H -0.66806 0.68387 1.36911
H 1.79647 -0.54582 0.97593
H -0.49143 -2.29544 1.86207
H -2.77657 0.75273 -0.88271
H 1.52474 -0.93004 -1.66115
H -1.66264 1.44764 -2.00574
H -1.82171 1.98793 -0.18432
H -1.46857 -1.30020 -2.09676
H 1.37248 -2.55571 2.21283
H 1.82389 2.90362 0.90116
H 0.77395 1.92903 1.54851
H 0.72732 -2.12010 -2.79660
```

Summary:
Structure (SMILES): C=C/C=C(/C)C=C.O
Orbital gap in eV: 10.07
Energy in hartree: -349.074984
Charge: 0
Multiplicity: 1
E_HOMO in eV: -9.22
Lowest unoccupied orbital energy in eV: 0.85
Energy relative to the best compared isomer or geometry (same formula, charge and spin) in kcal per mole: 46.2

Here are the natural (NBO) charges for atoms 1 to 4, given in e: O -0.947; C -0.261; C -0.374; C -0.218